Entry from OMol25: a structure of composition C19H26MoN6O8S4 (wB97M-V/def2-TZVPD).

The geometry in ORCA input format:
```
! RIJCOSX wB97M-V def2-TZVPD def2/J DEFGRID3
* xyz 0 3
Mo 0.829 0.067 -1.711
O 0.439 1.959 4.469
S 1.032 1.689 3.139
O 0.806 2.799 2.165
O 0.063 0.421 2.572
O 2.396 1.312 3.010
N -0.739 1.075 -1.522
C -1.034 2.368 -0.903
C -1.897 2.202 0.439
C -2.642 3.436 0.834
C -2.586 4.209 2.144
N -1.419 4.075 3.013
C -1.355 4.718 4.202
N -0.400 4.365 5.054
N -2.252 5.656 4.610
C -1.572 3.357 -2.015
O -2.299 4.362 -1.546
O -1.224 3.316 -3.193
H -1.457 0.795 -2.189
H 0.615 -0.127 1.890
H -0.111 2.895 -0.515
H -1.242 1.787 1.196
H -2.712 1.479 0.179
H -3.733 3.533 0.566
H -2.381 4.233 -0.505
H -3.493 4.087 2.742
H -2.571 5.282 1.903
H -0.586 3.492 2.612
H -0.017 3.401 4.805
H -0.434 4.753 5.983
H -2.718 6.218 3.906
H -2.159 6.086 5.539
O -1.774 -3.268 -1.684
S -1.177 -2.940 -0.405
O -1.965 -2.344 0.638
N 0.202 -1.778 -0.734
C 1.298 -2.533 -0.688
S 2.719 -1.875 -1.231
C 1.111 -3.864 -0.054
C 2.072 -4.868 0.304
C 1.667 -6.013 0.893
C 0.307 -6.278 1.254
C -0.640 -5.351 0.874
C -0.195 -4.225 0.212
H 3.091 -4.620 0.062
H 2.332 -6.822 1.101
H 0.085 -7.215 1.725
H -1.656 -5.424 1.248
C 2.579 1.240 -1.089
H 3.386 1.258 -1.815
H 3.001 0.876 -0.123
H 2.300 2.243 -0.825
S 0.529 -0.103 -4.106
C 1.104 -1.717 -4.113
N 0.335 -2.785 -3.756
C 0.747 -4.077 -4.013
C 1.960 -4.318 -4.619
C 2.765 -3.238 -4.958
C 2.321 -1.941 -4.707
H -0.572 -2.597 -3.354
H 0.070 -4.869 -3.714
H 2.194 -5.338 -4.813
H 3.719 -3.429 -5.443
H 2.936 -1.084 -4.941
*
```

Its expectation value of S² is 2.04. The frontier orbital gap (alpha / beta) is 3.87 / 2.82 eV. As for the total energy: -90637.4404 eV.